# C40H48ClF6N2O2SSi

5 unconnected molecules or ions with the total composition C40H48ClF6N2O2SSi at a distorted geometry (wB97M-V/def2-TZVPD, the OMol25 dataset).

frontier orbital gap = 7.13 eV
charge = +1
HOMO energy = -10.276 eV

Each line ends with the Mulliken charge.
Cartesian coordinates (Å):
C1 5.9837 0.8549 2.3554  -0.74
Si1 5.8394 0.2904 0.5285  -0.14
C2 5.1441 -1.5266 0.5966  -1.03
C3 4.5777 1.2881 -0.5140  0.53
C4 4.3837 2.8330 -0.0395  -1.12
C5 2.9007 3.3522 -0.3677  0.84
F1 2.4688 2.6849 -1.5299  -0.25
F2 3.0579 4.7448 -0.7508  -0.36
N1 1.9497 3.3726 0.7814  0.07
C6 2.2234 2.3009 1.8442  -0.23
N2 3.0292 2.8297 2.9773  -0.63
C7 0.5034 3.5854 0.4697  -0.76
C8 -0.3378 2.4973 -0.2922  -0.73
C9 0.1544 0.9883 -0.3417  0.25
C10 -0.4263 0.0523 0.8682  -0.90
S1 -1.3316 -1.4383 0.2459  1.04
O1 -0.5173 -2.1698 -0.8000  -0.56
O2 -2.6987 -1.0631 -0.2465  -0.47
Cl1 -1.6305 -2.8025 1.8233  -0.19
C11 7.5599 0.1109 -0.3532  0.68
C12 8.7543 -0.3409 0.5304  -0.36
C13 10.1320 -0.5378 -0.1791  -0.47
C14 10.2526 -0.2752 -1.7252  -0.40
C15 9.0317 0.1941 -2.5681  -0.20
C16 7.6302 0.3933 -1.8753  -0.29
H1 4.9327 0.7002 2.8238  -0.03
H2 6.2382 1.9624 2.4779  0.36
H3 6.6829 0.1712 2.9464  0.39
H4 4.2110 -1.5742 1.2664  0.26
H5 4.8738 -1.8128 -0.4905  0.31
H6 5.9928 -2.2085 0.9344  0.35
H7 4.8443 1.2599 -1.6375  0.25
H8 3.5726 0.7134 -0.4418  -0.37
H9 4.7404 3.0395 1.0215  0.33
H10 5.0833 3.4421 -0.7311  0.39
H11 2.2259 4.2440 1.3031  0.48
H12 1.1747 2.0708 2.2817  0.46
H13 2.5910 1.3182 1.4058  -0.05
H14 3.4286 2.0810 3.5593  0.28
H15 2.3636 3.3298 3.6042  0.30
H16 -0.0220 3.8185 1.4753  0.42
H17 0.4335 4.5811 -0.1173  0.35
H18 -0.4859 2.8430 -1.3862  0.36
H19 -1.4092 2.4898 0.1469  0.45
H20 -0.1763 0.4613 -1.3160  0.59
H21 1.2958 0.8348 -0.2987  -0.40
H22 0.4694 -0.3499 1.4808  0.34
H23 -1.0724 0.6394 1.6036  0.43
H24 8.5975 -0.5365 1.6430  0.17
H25 11.0282 -0.8681 0.4404  0.32
H26 11.2647 -0.4190 -2.2501  0.32
H27 9.0904 0.3857 -3.6876  0.18
H28 6.7533 0.7064 -2.5349  0.18
F3 -9.2362 -1.7954 -1.6398  -0.36
C17 -8.0257 -1.7904 -1.0588  0.27
C18 -7.9292 -1.9491 0.3147  -0.38
C19 -6.6749 -1.9485 0.9163  -0.41
C20 -5.5311 -1.7791 0.1383  -0.36
C21 -5.6405 -1.6156 -1.2397  -0.39
C22 -6.8944 -1.6266 -1.8433  -0.45
H29 -8.8302 -2.0716 0.9049  0.48
H30 -6.5866 -2.0794 1.9895  0.44
H31 -4.5553 -1.7754 0.6077  0.39
H32 -4.7495 -1.4798 -1.8435  0.38
H33 -6.9978 -1.5096 -2.9157  0.42
F4 -8.7966 2.4310 3.1583  -0.32
C23 -9.8725 2.1254 2.4140  0.31
C24 -9.6994 1.4767 1.2015  -0.37
C25 -10.8134 1.1556 0.4327  -0.35
C26 -12.0874 1.4967 0.8807  -0.49
C27 -12.2489 2.1527 2.0979  -0.35
C28 -11.1359 2.4642 2.8722  -0.40
H34 -8.6996 1.2264 0.8653  0.47
H35 -10.6893 0.6409 -0.5142  0.36
H36 -12.9559 1.2498 0.2785  0.37
H37 -13.2415 2.4213 2.4435  0.36
H38 -11.2436 2.9667 3.8263  0.40
F5 -5.3073 -2.9367 3.9871  -0.30
C29 -5.9323 -3.9943 4.5333  0.38
C30 -5.6955 -5.2617 4.0249  -0.36
C31 -6.3384 -6.3566 4.5932  -0.37
C32 -7.2188 -6.1699 5.6562  -0.48
C33 -7.4525 -4.8916 6.1551  -0.36
C34 -6.8016 -3.7976 5.5945  -0.42
H39 -5.0134 -5.3864 3.1917  0.42
H40 -6.1546 -7.3538 4.2081  0.36
H41 -7.7233 -7.0241 6.0961  0.37
H42 -8.1416 -4.7474 6.9804  0.36
H43 -6.9649 -2.7964 5.9758  0.41
F6 10.0521 1.0152 -6.2157  -0.31
C35 8.9695 0.7081 -6.9485  0.30
C36 9.1305 0.0651 -8.1656  -0.43
C37 8.0079 -0.2571 -8.9215  -0.36
C38 6.7379 0.0772 -8.4564  -0.42
C39 6.5889 0.7273 -7.2349  -0.42
C40 7.7106 1.0397 -6.4738  -0.26
H44 10.1268 -0.1796 -8.5149  0.41
H45 8.1219 -0.7671 -9.8719  0.36
H46 5.8631 -0.1706 -9.0489  0.36
H47 5.5996 0.9907 -6.8758  0.34
H48 7.6128 1.5381 -5.5161  0.43

# C5H3BF8NO7S3

A molecular structure, C5H3BF8NO7S3 (wB97M-V/def2-TZVPD, the OMol25 dataset).

frontier orbital gap = 8.05 eV
charge = -1
HOMO energy = -6.423 eV

Each line ends with the natural charge from an NBO analysis.
Cartesian coordinates (Å):
O1 -4.5089 -0.2186 2.2652  -0.49
C1 -3.4332 -0.2632 1.7674  0.74
O2 -2.4353 0.6327 1.9364  -0.70
C2 -3.0027 -1.4605 0.8907  0.54
F1 -2.2469 -2.2508 1.7140  -0.32
F2 -4.1022 -2.1420 0.5382  -0.29
C3 -2.1938 -1.2453 -0.4228  0.58
F3 -1.9816 -2.4921 -0.8910  -0.30
F4 -3.0050 -0.5816 -1.2753  -0.30
C4 -0.8166 -0.5193 -0.4060  0.55
F5 -1.0349 0.8177 -0.3537  -0.31
F6 -0.2160 -0.8001 -1.5664  -0.28
C5 0.1310 -0.9155 0.7566  0.26
O3 0.7365 -1.9537 0.6832  -0.45
B1 0.3364 0.0852 1.9801  0.24
S1 0.1164 -0.5083 3.6234  -0.14
H1 -2.1831 0.6932 2.8745  0.52
H2 0.6606 1.2166 1.8621  0.00
H3 -0.1938 -1.7749 3.3139  0.15
N1 2.7552 1.1774 -2.7154  -1.24
S2 3.4783 0.3641 -1.5616  2.52
O4 3.0676 0.7376 -0.2422  -0.96
O5 4.8578 0.0817 -1.7887  -0.93
F7 2.7390 -1.0101 -1.8259  -0.50
S3 3.0963 2.7043 -2.8870  2.52
O6 2.1561 3.3109 -3.7707  -0.94
O7 4.4855 2.9961 -3.0416  -0.94
F8 2.7371 3.3186 -1.4577  -0.52

# C13H22CoN5O3S2

A molecular structure, C13H22CoN5O3S2 (wB97M-V/def2-TZVPD, the OMol25 dataset).

frontier orbital gap (alpha / beta) = 9.29 / 6.85 eV
charge = +2
2S+1 = 5
HOMO energy (alpha / beta) = -14.002 / -14.000 eV

Each line ends with the Mulliken spin population.
Cartesian coordinates (Å):
Co1 0.1104 0.3411 0.6877  2.98
N1 -2.5359 2.4439 3.0096  0.00
C1 -1.8200 2.1134 1.9514  0.02
O1 -1.5928 0.9043 1.6881  0.02
C2 -1.3448 3.2232 1.0344  -0.03
C3 -0.1043 2.8881 0.2720  0.76
H1 -2.9186 1.7204 3.6004  0.00
H2 -2.7715 3.4026 3.2105  0.00
H3 -1.1947 4.1387 1.6155  0.06
H4 -2.1734 3.4147 0.3474  0.01
H5 0.8578 3.0027 0.7627  0.06
H6 -0.0963 3.0650 -0.7945  0.02
N2 2.4489 1.6986 3.7814  0.00
C4 1.7707 0.6709 3.2603  0.01
N3 1.3836 -0.3342 4.0541  0.00
O2 1.4966 0.6512 2.0313  0.01
H7 2.7651 1.7038 4.7363  0.00
H8 2.8316 2.3838 3.1535  0.00
H9 1.6718 -0.4114 5.0144  0.00
H10 0.9173 -1.1161 3.6270  0.00
C5 0.9707 -3.6886 -0.5370  0.00
S1 -0.2142 -3.1188 0.6471  0.01
C6 -1.6624 -3.1397 -0.3780  0.00
O3 0.1187 -1.6484 0.8512  0.03
H11 0.9798 -2.9947 -1.3789  0.00
H12 0.6842 -4.6935 -0.8509  0.00
H13 1.9397 -3.7201 -0.0428  0.00
H14 -1.9811 -4.1758 -0.5003  0.00
H15 -1.4368 -2.6813 -1.3421  0.00
H16 -2.4329 -2.5838 0.1543  0.00
N4 -2.8339 0.4610 -1.0649  0.01
C7 -1.7228 0.2136 -1.7865  0.01
N5 -0.5220 0.1965 -1.2636  0.01
C8 0.4473 -0.1177 -2.2387  -0.03
C9 1.8147 -0.2222 -2.0189  0.01
C10 2.6373 -0.5444 -3.0862  0.01
C11 2.1051 -0.7577 -4.3591  0.00
C12 0.7441 -0.6493 -4.5871  0.00
C13 -0.0712 -0.3277 -3.5097  0.00
S2 -1.8072 -0.1230 -3.4817  0.01
H17 -2.7622 0.5025 -0.0607  0.00
H18 -3.7464 0.3977 -1.4812  0.00
H19 2.2469 -0.0514 -1.0371  0.00
H20 3.7058 -0.6232 -2.9348  0.00
H21 2.7641 -1.0049 -5.1803  0.00
H22 0.3332 -0.8099 -5.5753  0.00

Question: The lowest charge belongs to which entry?
Answer: C5H3BF8NO7S3

Question: Which value of charge does entry 1 give?
Answer: +1